(1)
A molecular structure, C31H44FN5O7PZn, computed with the ωB97M-V functional and the def2-TZVPD basis.

Values from the calculation:
- molar mass (u) = 714.08
- calculated total energy (eV) = -115064.464
- energy above the lowest of the compared OMol25 structures with the same formula, charge and spin (kJ/mol) = 51.1
- total charge = +1
- largest force on an atom (eV/Å) = 0.3

Geometry as XYZ:
```
90
C31H44FN5O7PZn (the ωB97M-V functional and the def2-TZVPD basis)
Zn 0.8036 -0.0006 0.1717
O 1.7857 2.6102 -0.5655
C 1.0902 3.4791 -1.0863
C -0.3394 3.5987 -0.9966
C -0.9052 4.7564 -1.5505
C -2.2439 4.9952 -1.4225
C -3.0738 4.0930 -0.7486
C -2.5433 2.9498 -0.2139
C -1.1587 2.6433 -0.3221
O -0.7112 1.5421 0.1804
N -2.8175 6.2170 -1.9943
O -4.0219 6.3515 -1.9252
O -2.0561 6.9964 -2.5308
H 1.5857 4.2719 -1.6734
H -0.2837 5.4744 -2.0705
H -4.1317 4.3066 -0.6813
H -3.1891 2.2116 0.2447
C -3.1126 -3.5457 1.6448
C -2.4277 -2.1786 1.7890
C -1.0084 -2.4006 2.3219
C -2.6609 -1.3359 0.5257
C -3.9706 -0.8578 0.4000
C -4.4029 -0.2094 -0.7386
C -3.5168 -0.0425 -1.7919
C -2.1988 -0.4794 -1.7158
C -1.3750 -0.3304 -2.9988
C -1.1013 -1.6657 -3.6972
C -0.0840 0.4859 -2.9285
C -1.7543 -1.0927 -0.5210
N -0.3818 -1.4535 -0.3800
C -0.1165 -2.7913 -0.6179
C -1.0752 -3.7094 -1.0849
C -0.7775 -5.0454 -1.3025
C 0.4920 -5.5482 -1.0637
C 1.4649 -4.6766 -0.5962
C 1.1382 -3.3587 -0.3912
F 2.1147 -2.5303 0.0931
H -3.1236 -4.0609 2.6070
H -2.5689 -4.1693 0.9352
H -4.1407 -3.4453 1.2976
H -2.9899 -1.6610 2.5809
H -0.4693 -3.1315 1.7204
H -1.0780 -2.8009 3.3361
H -0.3918 -1.5024 2.3565
H -4.6730 -1.0443 1.2073
H -5.4248 0.1391 -0.8192
H -3.8609 0.4315 -2.7039
H -2.0338 0.2311 -3.6672
H -0.3193 -2.2321 -3.1941
H -0.7742 -1.4775 -4.7217
H -1.9962 -2.2875 -3.7386
H 0.6822 -0.0099 -2.3296
H -0.2551 1.4891 -2.5444
H 0.3283 0.5833 -3.9351
H -2.0742 -3.3536 -1.2978
H -1.5569 -5.7008 -1.6700
H 0.7236 -6.5900 -1.2327
H 2.4738 -5.0065 -0.3833
C 6.1031 -1.2869 0.0934
N 4.9219 -0.5604 -0.3667
C 4.8671 -0.0709 -1.7446
C 3.8272 -0.4649 0.3808
C 3.8571 -1.0208 1.7768
O 2.8180 0.1097 -0.0904
H 6.8445 -1.2769 -0.6988
H 5.8653 -2.3253 0.3238
H 6.5397 -0.8203 0.9760
H 5.8805 0.0286 -2.1213
H 4.3676 0.8939 -1.7763
H 4.3103 -0.7628 -2.3781
H 4.6821 -0.5971 2.3550
H 4.0082 -2.0993 1.7466
H 2.9109 -0.8166 2.2707
N -1.8186 0.9490 2.5071
C -1.0337 1.9890 3.2276
P 0.7400 1.4755 3.2934
O 1.1145 1.0773 4.6586
O 0.9639 0.5389 2.1251
C 1.7158 2.9809 2.8167
N 2.8708 2.5078 1.9843
H -1.5432 1.0132 1.4700
H -2.8246 1.0893 2.5848
H -1.6087 0.0018 2.8283
H -1.3968 2.1025 4.2468
H -1.1735 2.9232 2.6842
H 2.1048 3.4495 3.7178
H 1.1614 3.7079 2.2258
H 3.2406 1.6308 2.3569
H 3.6206 3.1956 1.9441
H 2.5509 2.3071 1.0164
```

(2)
A molecular structure, C31H44N2O9S5 at a distorted geometry, computed with the ωB97M-V functional and the def2-TZVPD basis.

Values from the calculation:
- molar mass (u) = 749.03
- calculated total energy (eV) = -108432.935
- largest force on an atom (eV/Å) = 6.4

Geometry as XYZ:
```
91
C31H44N2O9S5 (the ωB97M-V functional and the def2-TZVPD basis)
C -3.3330 -1.4698 2.3312
C -3.3891 -2.2558 0.9005
C -4.7774 -3.0242 0.6673
C -6.0763 -2.0955 0.7023
C -6.9434 -1.9180 2.0042
S -6.5206 -2.7322 3.6240
C -8.2709 -1.0244 2.0258
C -8.8202 -0.2769 0.7723
C -10.1792 0.5487 0.8946
C -10.0519 2.1139 0.5377
C -8.9129 2.7495 1.4891
O -9.2871 3.0525 2.6655
O -7.5820 2.9015 1.0175
C -7.9607 -0.4070 -0.5400
N -8.3652 0.2627 -1.7632
S -7.0756 -0.2248 -2.8062
N -6.0526 -1.2610 -1.8913
C -6.6325 -1.3023 -0.5640
O -3.0767 -1.3790 -0.2078
C -1.6616 -1.1245 -0.3290
C -1.2521 0.3375 0.2789
C -1.8065 1.5746 -0.4867
C -1.4382 2.9851 0.1096
C -0.5619 3.0689 1.4082
C 0.0006 1.8301 2.1775
C -0.3587 0.4200 1.5778
H -3.8439 -2.1932 3.0816
H -3.9050 -0.4799 2.3142
H -2.2469 -1.3720 2.7029
H -2.5754 -3.0812 0.9962
H -4.7413 -3.5742 -0.3420
H -4.9091 -3.7966 1.5213
H -6.5119 -1.6503 4.5154
H -8.8859 -0.9083 2.9947
H -10.9101 0.1009 0.1111
H -10.6828 0.3913 1.9259
H -11.0935 2.5768 0.7419
H -9.7888 2.2192 -0.5698
H -7.5881 2.7152 0.0399
H -0.9875 -1.8807 0.2045
H -1.3145 -1.1125 -1.4356
H -2.4318 1.4330 -1.4408
H -1.8040 3.9147 -0.4364
H -0.3046 4.1054 1.8220
H 0.6351 1.9190 3.1359
H 0.0219 -0.5478 2.0696
C 4.6543 0.5131 1.0123
C 5.5223 1.0785 2.1360
C 5.2902 2.5902 2.1770
S 3.6335 2.8559 1.5494
O 3.7262 3.5848 0.3045
O 2.7763 3.2849 2.6339
C 3.2842 1.1513 1.1834
H 4.5955 -0.5754 1.0532
H 5.0787 0.7933 0.0432
H 5.2180 0.6339 3.0896
H 6.5790 0.8442 1.9881
H 5.3606 2.9805 3.1931
H 5.9870 3.1214 1.5258
H 2.6637 1.0826 0.2902
H 2.7578 0.7269 2.0412
C 8.7491 1.3518 -2.9975
C 9.3159 2.4066 -2.0453
C 8.9813 1.9647 -0.6196
S 8.8715 0.1791 -0.6619
O 7.5070 -0.2046 -0.3811
O 9.9938 -0.3847 0.0533
C 9.1584 0.0057 -2.4142
H 9.1259 1.4793 -4.0146
H 7.6574 1.4307 -3.0284
H 10.4025 2.4622 -2.1685
H 8.9115 3.3995 -2.2552
H 9.7572 2.2625 0.0868
H 8.0143 2.3551 -0.2963
H 8.5756 -0.8276 -2.8060
H 10.2250 -0.1789 -2.5609
C 1.2349 -2.1777 -3.2522
C 2.0881 -3.3389 -3.7742
C 3.3166 -3.4463 -2.8672
S 2.8097 -2.8194 -1.2711
O 3.5369 -1.6057 -0.9996
O 2.7460 -3.9135 -0.3284
C 1.1557 -2.3693 -1.7440
H 0.2422 -2.1663 -3.7075
H 1.7250 -1.2264 -3.4844
H 1.5104 -4.2679 -3.7251
H 2.3794 -3.1896 -4.8165
H 3.6524 -4.4784 -2.7604
H 4.1369 -2.8247 -3.2309
H 0.8494 -1.4698 -1.2105
H 0.4964 -3.2020 -1.4877
```

(3)
A molecular structure, C31H44N4OP2Ru at a distorted geometry, computed with the ωB97M-V functional and the def2-TZVPD basis.

Values from the calculation:
- molar mass (u) = 651.74
- calculated total energy (eV) = -62002.765
- energy above the lowest of the compared OMol25 structures with the same formula, charge and spin (kJ/mol) = 372.3
- total charge = +2
- ⟨S²⟩ = 6.0859
- 2S+1 = 5
- largest force on an atom (eV/Å) = 4.6

Geometry as XYZ:
```
83
C31H44N4OP2Ru (the ωB97M-V functional and the def2-TZVPD basis)
Ru -0.1521 -1.1499 1.8244
C -1.2466 2.2295 3.2779
C -1.4849 1.3002 2.3224
C -1.1494 1.6140 0.8993
C 0.0281 0.8447 0.3241
C 1.2678 0.5355 1.1861
C 1.6401 1.4249 2.2131
C 1.0653 2.7840 2.2589
C -0.0014 3.0331 3.3905
C 1.4361 -2.1675 2.4735
H -2.0707 2.4494 3.9608
H -2.2654 0.5256 2.5068
H -0.9530 2.6860 0.7542
H -2.0461 1.4288 0.2758
H -0.3299 -0.1598 -0.0668
H 0.4027 1.5121 -0.4778
H 2.0717 0.0224 0.5717
H 2.3726 1.0154 2.9280
H 0.6844 3.0671 1.2628
H 1.8851 3.4914 2.4134
H 0.5160 2.8207 4.3355
H -0.2836 4.0926 3.4064
H 1.1648 -2.9417 3.1980
H 2.3255 -1.6250 2.8184
H 1.6084 -2.6053 1.4774
P 1.5333 -1.0383 -1.4745
P -2.4283 -0.0186 -1.5758
N 2.9121 0.0352 -1.9271
N 2.0716 -2.2667 -2.5572
N -2.3139 1.3897 -2.7399
N -3.8746 -0.6842 -2.2681
C 0.2432 -0.2029 -2.4560
C -1.0702 -1.0167 -2.2829
C 4.1559 0.0303 -1.2707
C 5.0415 0.8263 -2.0065
C 4.3117 1.3367 -3.1460
C 3.0182 0.8099 -3.0831
C 2.5203 -3.5414 -2.1993
C 2.8449 -4.2471 -3.3525
C 2.6132 -3.3589 -4.4571
C 2.1656 -2.1608 -3.9444
C -2.8697 2.6099 -2.2726
C -2.5814 3.6265 -3.1743
C -1.6996 3.0533 -4.1661
C -1.5560 1.6922 -3.8775
C -4.8334 -0.1397 -3.1506
C -5.4352 -1.1873 -3.8435
C -4.9317 -2.4217 -3.2811
C -4.0256 -2.0844 -2.2932
H 0.4787 -0.0348 -3.5067
H 0.1446 0.8340 -2.1067
H -1.3699 -1.5205 -3.2202
H -0.9126 -1.8197 -1.5278
H 4.2775 -0.5220 -0.3499
H 6.0775 1.0018 -1.7704
H 4.6683 2.0170 -3.8952
H 2.1775 0.9398 -3.7498
H 2.5370 -3.8116 -1.1561
H 3.1865 -5.2661 -3.4074
H 2.7301 -3.5999 -5.5110
H 1.8702 -1.2474 -4.4452
H -3.4088 2.6872 -1.3409
H -2.9994 4.6245 -3.1210
H -1.2499 3.5959 -4.9779
H -0.9309 0.9490 -4.3808
H -5.0035 0.9344 -3.1922
H -6.1152 -1.1059 -4.6781
H -5.1918 -3.4231 -3.6006
H -3.4766 -2.7034 -1.5908
C -1.1189 0.0406 6.0060
C -0.0996 -0.7332 5.1750
C 1.2011 0.0186 5.3172
C 0.0484 -2.1191 5.8116
O -0.5621 -0.9257 3.8134
H -0.6584 0.2129 6.9919
H -2.0466 -0.5218 6.1548
H -1.3359 0.9981 5.5236
H 1.3955 0.1531 6.3842
H 2.0370 -0.5411 4.9008
H 1.1101 0.9960 4.8575
H -0.8516 -2.7025 5.5509
H 0.9343 -2.6109 5.3924
H 0.1600 -2.0639 6.9147
```

(4)
A molecular structure, C31H44N8O3PTc at a distorted geometry, computed with the ωB97M-V functional and the def2-TZVPD basis.

Values from the calculation:
- molar mass (u) = 705.72
- calculated total energy (eV) = -62406.380
- energy above the lowest of the compared OMol25 structures with the same formula, charge and spin (kJ/mol) = 207.8
- total charge = +1
- ⟨S²⟩ = 0.7582
- 2S+1 = 2
- largest force on an atom (eV/Å) = 1.8

Geometry as XYZ:
```
88
C31H44N8O3PTc (the ωB97M-V functional and the def2-TZVPD basis)
Tc 0.3541 -0.2101 0.2093
C -1.8321 1.4498 1.9788
C -2.1327 -0.0205 2.1897
N -2.0409 -0.7279 0.9063
C -3.2517 -0.5407 0.0689
C -2.9766 -0.0793 -1.3594
N -1.9071 0.8922 -1.4003
C -2.2249 2.2180 -0.8802
C -1.1263 2.7330 0.0353
N -0.7168 1.7035 1.0168
H -1.6098 1.9293 2.9347
H -2.7187 1.9477 1.5935
H -3.1172 -0.1407 2.6582
H -1.4249 -0.4582 2.8855
H -1.9314 -1.7173 1.0940
H -3.8934 0.1885 0.5677
H -3.8335 -1.4656 0.0356
H -3.9294 0.2848 -1.7725
H -2.6724 -0.9195 -1.9831
H -1.5087 0.9576 -2.3232
H -3.1713 2.1541 -0.3415
H -2.3924 2.9491 -1.6766
H -1.4698 3.6308 0.5601
H -0.2496 3.0210 -0.5345
H 0.0682 2.0837 1.5458
O 1.2579 2.0448 3.3871
C 1.1446 0.8423 3.3836
N 1.1766 -0.0353 4.4269
C 1.0852 -1.4425 4.0228
C 0.7010 -1.1874 2.5768
O 0.2908 -1.9347 1.6478
N 0.8739 0.0660 2.2403
C 0.0750 -2.2015 4.8585
C 0.3001 -2.2608 6.2324
C -0.5824 -2.9279 7.0616
C -1.6978 -3.5580 6.5231
C -1.9148 -3.5187 5.1574
C -1.0307 -2.8432 4.3252
C 2.4478 -2.1367 3.9724
C 2.4897 -3.5213 3.8504
C 3.7072 -4.1695 3.7389
C 4.8882 -3.4398 3.7525
C 4.8462 -2.0614 3.8714
C 3.6279 -1.4076 3.9751
H 1.4793 0.2678 5.3376
H 1.1827 -1.7982 6.6579
H -0.3979 -2.9651 8.1260
H -2.3868 -4.0845 7.1683
H -2.7727 -4.0223 4.7327
H -1.1985 -2.8478 3.2570
H 1.5714 -4.0939 3.8457
H 3.7364 -5.2462 3.6493
H 5.8397 -3.9467 3.6758
H 5.7629 -1.4890 3.8833
H 3.6085 -0.3292 4.0567
C -0.6286 -0.9143 -3.9749
C 0.5376 -1.6226 -3.3143
P 0.5463 -2.0159 -1.5295
C -0.8155 -3.1825 -1.1664
C -0.9689 -4.4244 -2.0364
C 2.0866 -3.0036 -1.3937
C 2.4519 -3.9332 -2.5513
H -0.4473 -0.8535 -5.0477
H -0.7364 0.1110 -3.6270
H -1.5708 -1.4448 -3.8368
H 1.4681 -1.0748 -3.4925
H 0.6740 -2.6018 -3.7824
H -1.7359 -2.5963 -1.1871
H -0.6550 -3.4592 -0.1197
H -1.0489 -4.1784 -3.0950
H -1.8763 -4.9594 -1.7589
H -0.1376 -5.1116 -1.9060
H 2.0048 -3.5476 -0.4492
H 2.8985 -2.2973 -1.2389
H 1.6483 -4.6009 -2.8525
H 3.2933 -4.5545 -2.2473
H 2.7702 -3.3753 -3.4302
N 0.8704 1.1251 -1.1756
C 1.1423 1.9134 -2.0020
N 1.2479 2.7428 -2.9347
C 2.3371 3.3722 -3.3321
N 3.2492 3.9563 -3.7268
C 3.2468 0.9353 0.4862
C 2.4450 -0.3504 0.5030
O 2.9634 -1.3960 0.7713
H 4.1970 0.7465 0.9834
H 2.7093 1.7467 0.9742
H 3.4364 1.2300 -0.5445
```